(1)
C53H50BrEuN6Sb2 | ωB97M-V/def2-TZVPD

E_LUMO (alpha / beta): -0.080 / -0.080 Ha
Calculated total energy: -167152.5836 eV
F_max: 3.00 eV/A
Kohn-Sham gap (alpha / beta): 6.881 / 6.979 eV
⟨S²⟩: 15.76

Structure (ORCA input):
```
! wB97M-V def2-TZVPD RIJCOSX def2/J DEFGRID3
* xyz 1 8
Eu 0.36 0.56 -0.87
C -5.27 4.00 2.97
C -4.00 3.70 2.20
C -2.73 3.92 2.80
C -1.57 3.62 2.13
C -1.52 3.00 0.89
N -0.32 2.62 0.25
C 0.82 3.33 0.61
C 1.12 4.57 0.04
C 2.26 5.27 0.41
C 3.25 4.62 1.20
C 4.58 5.32 1.30
C 2.90 3.45 1.80
C 1.69 2.82 1.58
N 1.51 1.61 2.27
C 1.80 1.37 3.57
C 1.85 0.03 3.75
C 1.58 -0.55 2.48
N 1.47 0.41 1.58
C -2.75 2.77 0.33
C -3.99 2.98 1.02
N -2.72 2.33 -1.02
C -3.37 2.89 -2.05
C -3.22 2.01 -3.08
C -2.45 1.01 -2.58
N -2.09 1.18 -1.32
H -5.60 5.04 2.99
H -5.14 3.79 4.09
H -6.13 3.47 2.56
H -2.66 4.28 3.80
H -0.63 3.78 2.64
H 0.29 5.07 -0.51
H 2.50 6.25 0.00
H 5.50 4.70 1.23
H 4.59 5.78 2.28
H 4.73 6.03 0.49
H 3.61 3.01 2.47
H 1.88 2.20 4.26
H 2.01 -0.50 4.64
H 1.50 -1.58 2.21
H -4.88 2.79 0.46
H -3.97 3.81 -1.89
H -3.66 2.00 -4.04
H -2.19 0.15 -3.13
C -2.15 -3.54 0.14
C -1.20 -4.50 -0.53
C -0.69 -4.10 -1.88
Sb 0.89 -2.62 -2.06
C 2.23 -3.73 -0.76
C 2.20 -5.14 -0.61
C 3.19 -5.82 0.12
C 4.10 -5.10 0.84
C 4.09 -3.71 0.79
C 3.20 -3.06 -0.03
C 1.63 -3.19 -3.98
C 1.94 -2.13 -4.83
C 2.54 -2.35 -6.03
C 2.86 -3.61 -6.40
C 2.50 -4.68 -5.62
C 1.92 -4.51 -4.36
Sb -1.33 -1.88 1.21
C -3.09 -1.04 1.91
C -4.36 -1.27 1.35
C -5.43 -0.62 1.94
C -5.31 0.24 2.99
C -4.02 0.49 3.54
C -2.98 -0.05 2.88
C -0.76 -3.08 2.84
C 0.41 -3.91 2.76
C 0.84 -4.73 3.80
C 0.03 -4.78 4.95
C -1.13 -4.00 5.05
C -1.54 -3.18 3.97
H -2.82 -4.08 0.76
H -2.70 -3.11 -0.65
H -1.85 -5.41 -0.71
H -0.35 -4.79 0.09
H -1.50 -3.80 -2.52
H -0.14 -4.97 -2.34
H 1.39 -5.72 -1.13
H 3.25 -6.89 0.03
H 4.86 -5.50 1.51
H 4.86 -3.13 1.24
H 3.28 -2.02 -0.21
H 1.69 -1.11 -4.60
H 2.68 -1.52 -6.69
H 3.28 -3.84 -7.40
H 2.67 -5.70 -5.93
H 1.55 -5.38 -3.83
H -4.54 -1.96 0.48
H -6.43 -0.85 1.51
H -6.30 0.60 3.39
H -3.91 1.20 4.33
H -1.99 0.21 3.18
H 1.00 -3.87 1.87
H 1.76 -5.26 3.70
H 0.37 -5.32 5.79
H -1.68 -4.05 5.99
H -2.42 -2.59 4.03
C 0.13 4.61 -4.98
C 1.16 3.79 -4.17
C 2.47 4.16 -3.86
C 3.33 3.41 -3.10
C 2.83 2.27 -2.56
Br 3.80 1.24 -1.28
N 1.53 1.88 -2.74
C 0.75 2.61 -3.56
H -0.89 4.49 -4.74
H 0.21 4.32 -6.02
H 0.32 5.66 -4.77
H 2.73 5.17 -4.20
H 4.34 3.69 -2.90
H -0.26 2.28 -3.76
*
```

These are the Löwdin partial charges, in e, on atoms 1 to 99:
1. Eu 1.270
2. C -0.061
3. C -0.276
4. C -0.032
5. C -0.020
6. C -0.251
7. N -0.104
8. C -0.334
9. C -0.017
10. C -0.021
11. C -0.272
12. C -0.051
13. C -0.013
14. C -0.191
15. N -0.076
16. C -0.058
17. C -0.031
18. C -0.176
19. N -0.021
20. C -0.155
21. C 0.024
22. N -0.092
23. C -0.024
24. C -0.073
25. C -0.216
26. N -0.019
27. H 0.069
28. H 0.102
29. H 0.066
30. H 0.106
31. H 0.109
32. H 0.129
33. H 0.112
34. H 0.092
35. H 0.082
36. H 0.070
37. H 0.126
38. H 0.139
39. H 0.086
40. H 0.056
41. H 0.116
42. H 0.152
43. H 0.096
44. H 0.094
45. C -0.386
46. C -0.377
47. C -0.392
48. Sb 1.388
49. C -0.370
50. C -0.119
51. C -0.080
52. C -0.088
53. C -0.081
54. C -0.169
55. C -0.389
56. C -0.167
57. C -0.111
58. C -0.096
59. C -0.081
60. C -0.098
61. Sb 1.441
62. C -0.424
63. C -0.109
64. C -0.119
65. C -0.078
66. C -0.072
67. C -0.175
68. C -0.383
69. C -0.135
70. C -0.062
71. C -0.077
72. C -0.063
73. C -0.113
74. H 0.061
75. H 0.026
76. H 0.134
77. H 0.068
78. H 0.049
79. H 0.051
80. H 0.104
81. H 0.110
82. H 0.115
83. H 0.103
84. H 0.052
85. H 0.073
86. H 0.111
87. H 0.127
88. H 0.108
89. H 0.091
90. H 0.111
91. H 0.118
92. H 0.127
93. H 0.105
94. H 0.089
95. H 0.062
96. H 0.097
97. H 0.088
98. H 0.109
99. H 0.078

(2)
C3H5LiO5 | ωB97M-V/def2-TZVPD

E_LUMO (alpha / beta): 0.125 / 0.125 Ha
Calculated total energy: -13636.4431 eV
Relative energy (zero: lowest compared OMol25 entry of this formula, charge and spin): 0.3362 eV
F_max: 2.10 eV/A
Kohn-Sham gap (alpha / beta): 5.929 / 7.609 eV
⟨S²⟩: 0.75

Structure (ORCA input):
```
! wB97M-V def2-TZVPD RIJCOSX def2/J DEFGRID3
* xyz -1 2
O 1.44 0.43 1.69
C 1.58 0.76 0.37
C 0.79 1.91 -0.18
O 0.11 1.61 -1.35
H 0.97 1.13 2.19
H 1.83 -0.10 -0.25
H -1.01 -3.41 0.46
H 1.51 2.75 -0.31
H 0.08 2.25 0.62
Li -1.11 0.31 -1.28
O -1.61 -3.19 -0.27
C -1.57 -1.86 -0.48
O -2.08 -1.44 -1.54
O -0.91 -1.15 0.32
*
```

Charges in e, computed with natural (NBO), in the same order as the atoms:
1. O -0.699
2. C 0.076
3. C -0.122
4. O -1.035
5. H 0.462
6. H 0.148
7. H 0.482
8. H 0.118
9. H 0.092
10. Li 0.922
11. O -0.730
12. C 0.936
13. O -0.830
14. O -0.819

(3)
C5H5NO | ωB97M-V/def2-TZVPD

E_LUMO: 0.024 Ha
Calculated total energy: -8800.7695 eV
Relative energy (zero: lowest compared OMol25 entry of this formula, charge and spin): 2.6495 eV
F_max: 0.77 eV/A
Kohn-Sham gap: 11.487 eV
Structure (SMILES): C#C[C@@H](C#N)CO

Structure (ORCA input):
```
! wB97M-V def2-TZVPD RIJCOSX def2/J DEFGRID3
* xyz 0 1
C 1.13 1.99 -0.05
C 0.59 0.95 -0.29
C 0.25 -0.48 -0.40
C 1.41 -1.10 0.25
N 2.42 -1.37 0.75
C -1.11 -0.80 0.27
O -2.13 -0.09 -0.37
H 1.58 2.94 0.14
H 0.21 -0.78 -1.45
H -1.04 -0.56 1.34
H -1.33 -1.86 0.16
H -1.92 0.85 -0.29
*
```

Charges in e, computed with natural (NBO), in the same order as the atoms:
1. C -0.177
2. C -0.035
3. C -0.414
4. C 0.283
5. N -0.293
6. C -0.035
7. O -0.698
8. H 0.246
9. H 0.275
10. H 0.176
11. H 0.196
12. H 0.475

(4)
C4H15NO3 | ωB97M-V/def2-TZVPD

E_LUMO: 0.018 Ha
Calculated total energy: -12023.3289 eV
Relative energy (zero: lowest compared OMol25 entry of this formula, charge and spin): 0.8894 eV
F_max: 1.72 eV/A
Kohn-Sham gap: 8.383 eV
Structure (SMILES): C/C=C(/C)N.O.O.O

Structure (ORCA input):
```
! wB97M-V def2-TZVPD RIJCOSX def2/J DEFGRID3
* xyz 0 1
C 1.32 0.94 -1.48
C 1.24 -0.33 -0.66
C 0.66 -0.34 0.56
C 0.45 -1.69 1.23
N 0.24 0.82 1.19
H 2.10 0.79 -2.23
H 0.37 1.03 -2.03
H 1.51 1.88 -0.98
H 1.37 -1.28 -1.15
H 1.09 -1.73 2.11
H 0.67 -2.44 0.48
H -0.57 -1.86 1.55
H -0.02 1.61 0.62
H -0.50 0.69 1.87
O -2.03 -0.04 -3.97
H -1.38 -0.74 -4.19
H -2.70 -0.16 -4.67
O 2.98 0.42 2.73
H 2.48 1.11 3.13
H 2.79 0.42 1.78
O -3.80 -0.08 0.78
H -3.96 0.84 1.09
H -3.88 0.03 -0.19
*
```

Charges in e, computed with natural (NBO), in the same order as the atoms:
1. C -0.659
2. C -0.313
3. C 0.192
4. C -0.645
5. N -0.835
6. H 0.217
7. H 0.214
8. H 0.206
9. H 0.199
10. H 0.231
11. H 0.220
12. H 0.213
13. H 0.379
14. H 0.379
15. O -0.938
16. H 0.470
17. H 0.468
18. O -0.951
19. H 0.469
20. H 0.482
21. O -0.937
22. H 0.465
23. H 0.472